w) 13
Properties=species:S:1:pos:R:3 method="wB97M-V/def2-TZVPD" total_charge=0 e_homo_ev=-8.546 molar_mass_g_mol=85.1 orbital_gap_ev=9.470
C 1.257 0.320 -0.403
C 0.509 -0.219 0.812
C -0.865 -0.538 0.215
O -1.848 -0.557 1.222
C -1.097 0.478 -0.898
N 0.125 0.867 -1.186
H 0.319 1.523 -1.932
H 1.994 1.097 -0.174
H 1.761 -0.475 -0.970
H 0.375 0.572 1.558
H 0.991 -1.076 1.285
H -0.818 -1.516 -0.307
H -2.702 -0.476 0.778

---

x) 13
Properties=species:S:1:pos:R:3 method="wB97M-V/def2-TZVPD" total_charge=0 e_homo_ev=-10.791 molar_mass_g_mol=85.1 orbital_gap_ev=11.375 smiles=C[C@H](C#N)CO
C 0.949 -1.373 -0.350
C 0.352 0.058 -0.433
C 1.212 0.977 0.334
N 1.609 1.751 1.098
C -0.995 0.521 0.320
O -2.294 0.126 -0.059
H 1.995 -1.360 -0.695
H 0.964 -1.754 0.675
H 0.427 -2.090 -0.990
H 0.380 0.367 -1.487
H -0.937 1.611 0.242
H -0.821 0.240 1.366
H -2.843 0.925 -0.023

---

The data favor x); the next most stable structure lies 17.2 kcal/mol above it.

---

w) 13
Properties=species:S:1:pos:R:3 method="wB97M-V/def2-TZVPD" total_charge=0 e_homo_ev=-8.587 molar_mass_g_mol=85.1 orbital_gap_ev=9.473 smiles="C/C=C/NC=O"
C -0.024 0.557 -2.198
C 0.419 -0.083 -0.888
C -0.270 0.013 0.211
N 0.343 -0.384 1.342
C -0.250 -0.653 2.587
O -1.423 -0.369 2.749
H -1.067 0.440 -2.586
H -0.071 1.663 -2.200
H 0.657 0.351 -2.963
H 1.333 -0.602 -1.036
H -1.246 0.704 0.296
H 1.321 -0.501 1.359
H 0.278 -1.135 3.326

---

x) 13
Properties=species:S:1:pos:R:3 method="wB97M-V/def2-TZVPD" total_charge=0 e_homo_ev=-9.250 molar_mass_g_mol=85.1 orbital_gap_ev=10.295 smiles="CC1=NCCO1"
C 2.073 -0.273 0.086
C 0.622 -0.116 0.361
N 0.084 0.999 0.648
C -1.233 0.919 0.018
C -1.502 -0.583 -0.110
O -0.168 -1.126 -0.097
H 2.671 0.361 0.739
H 2.152 0.143 -0.926
H 2.426 -1.304 0.064
H -2.003 1.501 0.525
H -1.081 1.353 -0.981
H -1.959 -0.881 -1.054
H -2.080 -0.993 0.727

---

The data favor x); the next most stable structure lies 17.6 kcal/mol above it.

---

w) 13
Properties=species:S:1:pos:R:3 method="wB97M-V/def2-TZVPD" total_charge=0 e_homo_ev=-9.587 molar_mass_g_mol=85.1 orbital_gap_ev=10.496 smiles="O=C1CCCN1"
O 2.450 0.719 0.147
C 1.293 0.427 -0.065
C 0.680 -0.953 -0.353
C -0.628 -0.831 0.400
C -1.062 0.628 0.120
N 0.213 1.303 -0.080
H 0.549 -1.010 -1.447
H 1.339 -1.765 -0.049
H -1.424 -1.540 0.159
H -0.382 -0.925 1.464
H -1.731 0.693 -0.749
H -1.591 1.052 0.984
H 0.293 2.203 -0.531

---

x) 13
Properties=species:S:1:pos:R:3 method="wB97M-V/def2-TZVPD" total_charge=0 e_homo_ev="-7.426 / -7.444" molar_mass_g_mol=85.1 orbital_gap_ev="8.392 / 8.184"
C -1.324 0.649 -1.129
C -0.206 0.069 -0.354
C 0.584 0.664 0.763
N 1.562 -0.439 0.862
C 0.678 -1.520 0.842
O -0.295 -1.232 -0.011
H -1.656 -0.050 -1.901
H -2.179 0.903 -0.487
H -0.989 1.566 -1.626
H 1.799 -0.381 -0.188
H 1.090 1.611 0.580
H -0.015 0.721 1.699
H 0.954 -2.561 0.949

---

The data favor w); the next most stable structure lies 90.6 kcal/mol above it.